C6H17NO | ωB97M-V/def2-TZVPD

Structure (XYZ):
```
25
Properties=species:S:1:pos:R:3
O -3.4287 2.2349 -0.5676
N -1.3545 1.1295 1.1646
C -0.9946 -0.0687 0.4128
C 0.4422 -0.5547 0.4433
C 0.8249 -1.3423 -0.8149
C 1.7754 -0.4764 -1.6695
C -0.3449 2.1849 1.3360
C 1.5528 -2.6388 -0.4078
H 0.5092 1.8688 1.9559
H -3.7199 1.4929 -0.0267
H 0.8538 -3.2476 0.1696
H -0.0233 -1.6639 -1.3621
H 1.1457 0.2316 0.7225
H -1.8580 1.0814 2.0360
H 1.8855 0.5367 -1.2846
H 0.5932 -1.1536 1.3593
H -1.7437 -0.8134 0.6970
H 1.4064 -0.3065 -2.6858
H 0.1170 2.3871 0.3681
H -2.5775 2.4614 -0.1958
H 1.8435 -3.1645 -1.3163
H 2.4198 -2.4338 0.2127
H -0.8285 2.9982 1.8716
H 2.7763 -0.8926 -1.7897
H -1.2723 0.1491 -0.6283
```

Values from the calculation:
HOMO level, hartree: -0.31970
HOMO-LUMO gap, eV: 9.6
Energy above the lowest of the compared OMol25 structures with the same formula, charge and spin, kcal per mole: 25.7
Molecular weight, g mol⁻¹: 119.2
E_tot, eV: -10034.469
Max |F|, Eh/bohr: 0.0525

Here are the natural (NBO) charges for atoms 1 to 2, given in e: O -0.9474; N -0.6622

C6H17NO | ωB97M-V/def2-TZVPD

Structure (XYZ):
```
25
Properties=species:S:1:pos:R:3
O 0.3066 -1.4328 -2.3105
N -0.0005 0.0098 -0.0975
C 0.6959 -0.4106 2.2928
C 1.7972 1.4242 -1.1180
C -1.4157 -0.4092 -0.4300
C 0.0833 0.5619 1.2935
C 0.3078 1.0854 -1.0490
C -1.9858 -1.3310 0.6856
H 1.2415 -1.1599 1.7084
H 0.6512 1.4860 1.2233
H 0.4849 -0.6262 -2.8109
H 2.0605 2.2037 -0.4052
H 0.0105 -0.8141 3.0271
H -0.2076 2.0367 -0.8371
H -0.9520 0.7950 1.5492
H 0.7702 -1.3681 -1.4765
H -2.7266 -2.0206 0.2856
H -0.1641 0.8377 -1.9761
H -2.4351 -0.7615 1.4793
H -2.0305 0.4860 -0.5424
H 1.5800 0.0250 2.7726
H -1.1437 -1.9212 1.0222
H -1.3152 -1.1446 -1.2298
H 2.3937 0.5412 -0.9790
H 1.9934 1.9072 -2.0778
```

Values from the calculation:
HOMO level, hartree: -0.32994
HOMO-LUMO gap, eV: 10.0
Energy above the lowest of the compared OMol25 structures with the same formula, charge and spin, kcal per mole: 36.7
Molecular weight, g mol⁻¹: 119.2
E_tot, eV: -10033.992
Max |F|, Eh/bohr: 0.0492

Here are the natural (NBO) charges for atoms 1 to 2, given in e: O -0.9504; N -0.4717

C6H17NO | ωB97M-V/def2-TZVPD

Structure (XYZ):
```
25
Properties=species:S:1:pos:R:3
O 3.3057 -1.0056 1.1198
N -0.0996 0.4300 -0.8554
C -2.8928 0.0616 0.4245
C 0.7316 -0.6387 -1.2935
C -0.3948 0.5566 0.5751
C -1.8224 1.0978 0.7356
C 0.0954 -1.7712 -2.1265
C 0.6392 1.5149 1.2458
H -3.8912 0.4449 0.6035
H 1.1938 -1.1649 -0.4621
H -1.9231 1.4145 1.7694
H 1.1400 2.1283 0.4941
H 1.3663 0.9293 1.8125
H -2.8482 -0.2151 -0.6235
H 1.5648 -0.3130 -1.9211
H -2.7630 -0.8676 0.9898
H 0.7604 -2.6012 -2.3356
H 3.2924 -0.6952 2.0245
H -0.7661 -2.1940 -1.5830
H -0.7122 0.8517 -1.5433
H -1.8981 1.9974 0.1150
H -0.3469 -1.3618 -3.0493
H 0.1116 2.2207 1.8843
H -0.3457 -0.4581 0.9742
H 2.8730 -0.3663 0.5466
```

Values from the calculation:
HOMO level, hartree: -0.30186
HOMO-LUMO gap, eV: 9.2
Energy above the lowest of the compared OMol25 structures with the same formula, charge and spin, kcal per mole: 17.5
Molecular weight, g mol⁻¹: 119.2
E_tot, eV: -10034.825
Max |F|, Eh/bohr: 0.0361

Here are the natural (NBO) charges for atoms 1 to 2, given in e: O -0.9455; N -0.6745

C6H17NO2 | ωB97M-V/def2-TZVPD

Structure (XYZ):
```
26
Properties=species:S:1:pos:R:3
O 4.1023 -31.3980 -0.5221
O -1.0998 -25.2197 -1.3272
N 0.9211 -27.1431 1.2014
C 1.6255 -25.3685 -0.1088
C -0.7245 -26.3674 -0.5065
C 0.4036 -26.0343 0.5275
C 3.7182 -32.5985 -1.0440
C -2.5096 -24.9508 -1.3940
C 4.3523 -32.8098 -2.4243
H 1.9812 -25.9580 -0.9538
H 2.6380 -32.7416 -1.0737
H 0.2785 -27.3235 1.9595
H 1.4358 -24.4015 -0.5748
H 5.4390 -32.7542 -2.4883
H 4.0622 -33.7108 -2.9648
H -2.7960 -24.1632 -2.0910
H 0.0059 -25.4139 1.3305
H -3.0122 -24.6306 -0.4813
H 1.7439 -26.6943 1.5777
H 2.3439 -25.1755 0.6879
H 4.1778 -33.3209 -0.3694
H 3.9954 -31.9635 -3.0112
H 3.3167 -30.9293 -0.2309
H -1.6047 -26.8307 -0.0609
H -2.9960 -25.8465 -1.7805
H -0.3378 -27.0496 -1.2636
```

Values from the calculation:
HOMO level, hartree: -0.34513
HOMO-LUMO gap, eV: 10.3
Energy above the lowest of the compared OMol25 structures with the same formula, charge and spin, kcal per mole: 51.0
Molecular weight, g mol⁻¹: 135.2
E_tot, eV: -12080.759
Max |F|, Eh/bohr: 0.0627

Here are the natural (NBO) charges for atoms 1 to 2, given in e: O -0.7172; O -0.5572

C6H18AgNaO8PS | ωB97M-V/def2-TZVPD

Structure (XYZ):
```
36
Properties=species:S:1:pos:R:3
Ag 1.5697 -3.1706 0.4681
S 1.6337 3.3645 -3.9905
P -1.5472 -2.8531 2.3365
Na 2.9704 -0.7271 2.5324
O 0.1857 3.4614 -3.7981
O -1.4552 -3.5689 3.7878
O 2.2723 2.1640 -4.5857
O -2.3130 -1.4267 2.5571
O -0.2578 -2.7708 1.5646
O 1.9532 -1.0953 0.4534
O -2.7568 -3.7652 1.6172
O 2.4808 3.6082 -2.6031
C 1.7389 2.8966 -0.4693
C 2.3258 4.8262 -4.9760
C -3.2948 -3.3112 0.3911
C -2.4933 -4.4854 4.2557
C -1.7513 -0.1420 2.2269
C 2.4840 2.5117 -1.7083
H -3.4364 -3.9407 4.2988
H -4.3764 -3.1764 0.4014
H -2.3532 0.3310 1.4509
H -2.6655 -5.3067 3.5600
H -1.7815 0.6474 2.9779
H 2.2195 3.6040 0.2065
H -2.3123 -4.8863 5.2530
H -2.9016 -2.3608 0.0301
H -3.0489 -4.0843 -0.3368
H 3.3899 4.6670 -5.1503
H 2.2667 -0.4988 -0.2540
H 2.1243 1.5876 -2.1607
H 1.7285 4.8272 -5.8878
H 1.6108 1.9525 0.0601
H 3.5113 2.2940 -1.4161
H 0.7400 3.3010 -0.6332
H -0.7001 -0.2292 1.9523
H 2.2398 5.7551 -4.4122
```

Values from the calculation:
Multiplicity: 2
HOMO level (spin up / spin down), hartree: -0.54892 / -0.54580
Charge: +2
HOMO-LUMO gap (spin up / spin down), eV: 6.2 / 2.6
Energy above the lowest of the compared OMol25 structures with the same formula, charge and spin, kcal per mole: 0.0
Molecular weight, g mol⁻¹: 412.1
E_tot, eV: -51415.948
Max |F|, Eh/bohr: 0.0884

Here are the natural (NBO) charges for atoms 1 to 2, given in e: Ag 1.1988; S 2.2516

C6H18B2Cl2CsF4NO7S | ωB97M-V/def2-TZVPD

Structure (XYZ):
```
42
Properties=species:S:1:pos:R:3
Cs 3.9018 2.5935 -1.7097
Cl 1.7657 2.9037 -0.2313
Cl 0.1267 1.5072 -2.8743
S 0.3286 -2.6610 4.4118
F 0.8691 -0.3371 -5.7493
F 1.2769 0.9144 -7.6278
F 2.1804 1.5355 -5.6167
F -0.0694 1.7444 -5.9622
O -2.8107 -0.5988 1.6777
O 3.9086 -0.4359 2.0815
O 2.3877 -1.9816 2.1130
O 5.5896 1.9303 -6.3368
O 2.5925 -0.6782 0.3844
O -0.2843 0.1838 2.4041
O 1.5894 0.2017 3.7368
N 2.9810 -1.0334 1.5255
C -4.8055 -1.8816 1.5245
C -4.2289 0.0002 -0.1236
C -3.8494 -0.8065 1.0844
C 0.4437 1.6842 -0.1659
C 0.5074 0.7238 -1.3173
C -0.3979 -1.0597 4.6333
B 1.0516 0.9523 -6.2546
B 0.3208 -0.1356 3.5359
H -3.4570 0.7348 -0.3335
H -0.4964 2.2274 -0.1423
H 1.4826 0.2608 -1.4075
H -4.9401 -2.6085 0.7234
H 5.4433 2.5652 -7.0433
H -0.2844 -0.6607 5.6254
H 4.6962 1.6901 -6.0601
H -1.4510 -1.1662 4.4513
H -5.1743 0.5140 0.0547
H 0.6717 -3.1423 5.6046
H 1.4666 -2.4479 3.7045
H -4.4137 -2.3883 2.4026
H -4.3413 -0.6548 -0.9881
H -5.7731 -1.4415 1.7670
H 0.5649 1.1497 0.7687
H -1.1954 -0.1431 2.3584
H 1.8218 0.2532 4.6618
H -0.2248 -0.0647 -1.1620
```

Values from the calculation:
HOMO level, hartree: -0.32691
HOMO-LUMO gap, eV: 7.6
Molecular weight, g mol⁻¹: 549.7
E_tot, eV: -70990.257
Max |F|, Eh/bohr: 0.0812

Here are the Löwdin charges for atoms 1 to 2, given in e: Cs 0.9972; Cl 0.2649

> The highest E_tot belongs to which entry?

number 2